No. 1
The following is a DFT calculation (wB97M-V/def2-TZVPD) of a cluster of 2 separate species, C2H3FO2S in total.

```
9
C2H3FO2S, DFT wB97M-V/def2-TZVPD
S 1.6496 -0.2101 -0.1992
F 3.2377 0.3201 -0.5101
O 1.0265 1.1897 0.3696
O 1.8009 -0.9539 0.9832
C -2.3856 -0.8406 -0.3686
C -1.7144 0.1273 -0.5508
H -2.9699 -1.5743 0.0978
H -1.2117 0.8972 -1.0477
H 0.5669 1.0445 1.2258
```

Results
Strongest force on any atom in eV Å⁻¹: 2.5
Gap between HOMO and LUMO in Eh: 0.436



No. 2
The following is a DFT calculation (wB97M-V/def2-TZVPD) of the molecule C6H11NS.

```
19
C6H11NS, DFT wB97M-V/def2-TZVPD
S -2.7848 -0.6067 0.4483
N -1.8221 0.5986 -0.3666
C 0.3994 -0.0406 0.6713
C 0.6802 -1.4396 0.4260
C 0.8691 0.8137 1.6621
C -0.5718 0.7804 -0.2083
C 0.7166 -1.8905 -0.9884
C 0.0544 2.0728 -0.8235
H -0.4053 2.3792 -1.7588
H 1.1995 -2.8664 -1.0936
H 1.5509 -1.2738 -1.3896
H 1.3943 0.4373 2.5274
H 0.3089 1.6575 1.8245
H -0.0277 -2.1149 0.9917
H -0.1501 2.9469 -0.2021
H 1.6326 -1.5735 0.8853
H -3.9147 -0.1636 -0.0575
H 1.0773 1.9497 -1.0702
H -0.2065 -1.6664 -1.4782
```

Results
Strongest force on any atom in eV Å⁻¹: 4.9
Structure (SMILES): C=C(CC)/C(C)=N\S
Gap between HOMO and LUMO in Eh: 0.354



No. 3
The following is a DFT calculation (wB97M-V/def2-TZVPD) of a structure of composition C23H20N3O3PdSSe.

```
52
C23H20N3O3PdSSe, DFT wB97M-V/def2-TZVPD
Pd -0.3471 0.0713 0.0285
Se 1.2394 0.0838 -2.1359
S -0.9120 3.0274 -1.7244
O -1.3901 4.1726 -0.8894
O 0.3209 1.8095 0.7314
O -1.1456 -1.6822 -0.3836
N 0.0334 -0.4271 1.8912
N -0.1922 -0.1881 -4.7269
N 0.4161 0.6236 2.7133
C 0.5467 1.7118 2.0014
C 1.1251 5.3621 2.6751
C -1.0250 -4.0008 -0.3901
C -2.0864 1.6802 -1.4118
C -1.4472 3.3683 -3.4126
C -5.0611 -1.2755 -0.4834
C -0.7476 -5.1983 0.2258
C 1.5083 2.9359 3.9662
C -3.4175 -0.2057 -2.0587
C -3.7222 0.7752 0.0973
C 0.0383 -4.0446 2.1575
C 1.6836 5.3333 3.9451
C -0.7842 -2.7632 0.2481
C 0.1007 -1.6252 2.3301
C 1.8747 4.1176 4.5903
C -0.2272 -2.8037 1.5587
C -4.0652 -0.2034 -0.8252
C -0.2118 -5.2362 1.5167
C 0.7620 4.1821 2.0419
C -2.4434 0.7275 -2.3627
C -2.7291 1.7049 -0.1820
C 0.9542 2.9649 2.6891
C 0.3766 -0.0896 -3.7199
H 0.9684 6.3079 2.1719
H -0.9523 4.2987 -3.6875
H -1.4282 -3.9587 -1.3935
H 0.3165 4.1936 1.0542
H -5.7400 -0.9520 0.3064
H -4.5395 -2.1691 -0.1318
H 0.0091 -6.1801 1.9968
H -0.9406 -6.1243 -0.3036
H 0.4575 -4.0454 3.1583
H -3.6586 -0.9684 -2.7901
H 2.3111 4.0916 5.5812
H -2.4737 2.4858 0.5229
H 1.6457 1.9808 4.4541
H 1.9691 6.2571 4.4337
H -5.6537 -1.5602 -1.3539
H -1.1061 2.5636 -4.0647
H -4.2174 0.8008 1.0617
H -2.5293 3.4824 -3.4477
H 0.4550 -1.7536 3.3510
H -1.9441 0.6699 -3.3180
```

Results
Strongest force on any atom in eV Å⁻¹: 0.8
Charge: -1
Gap between HOMO and LUMO in Eh: 0.270



LUMO values, unit eV, following the record order: 0.66; 0.85; 2.60.
Energy relative to the best compared isomer or geometry (same formula, charge and spin) values, unit kcal per mole, following the record order: 60.2; 48.8; 16.2.